Record 1
# C48H75BrCl2IN4O8P

A cluster of 3 separate species, C48H75BrCl2IN4O8P in total (ωB97M-V/def2-TZVPD, the Open Molecules 2025 dataset).

Last column: Löwdin charge in e.
Cartesian coordinates (Å):
C 3.362 2.901 -2.498  -0.12
C 2.204 2.878 -1.384  -0.26
C 0.726 2.902 -2.084  -0.59
Cl 0.247 4.670 -2.219  0.59
C -0.239 2.013 -1.183  -0.05
C -1.023 0.851 -1.904  -0.03
C -0.908 0.585 -3.498  -0.14
C 0.148 -0.580 -3.846  -0.26
N -0.270 -1.302 -5.112  -0.04
C -1.986 -0.094 -1.136  0.01
C -2.132 0.123 0.419  -0.05
C -1.384 1.257 1.148  -0.41
Br -1.675 1.399 3.110  0.76
C -0.436 2.240 0.361  -0.16
O 0.274 3.296 0.983  -0.13
C -0.613 4.289 1.571  -0.18
C -1.915 4.637 0.706  -0.20
N -3.157 3.908 1.125  -0.09
C -4.403 4.699 0.888  -0.17
C -5.311 4.133 -0.339  -0.36
C -5.849 5.412 -1.186  -0.08
O -6.502 3.491 0.218  -0.10
C -3.134 -0.920 1.136  -0.27
O -2.864 -1.470 2.228  0.02
C -4.477 -1.217 0.290  0.03
C -5.894 -1.293 0.960  -0.05
C -6.028 -1.050 2.529  -0.18
C -6.608 -2.306 3.358  -0.66
C -6.402 -1.927 4.930  -0.13
Cl -5.767 -3.893 3.007  0.59
C -7.128 -1.575 0.043  -0.18
C -8.597 -1.614 0.665  -0.64
I -10.006 -0.606 -0.717  0.79
C -9.164 -3.089 0.984  -0.30
C -8.288 -4.296 0.395  -0.13
C -6.949 -1.823 -1.500  -0.05
C -5.546 -1.755 -2.194  -0.23
P -5.268 -2.048 -4.063  0.90
O -4.604 -0.602 -4.702  -0.32
O -6.824 -2.383 -4.714  -0.34
C -4.338 -1.425 -1.263  -0.03
C -2.836 -1.272 -1.837  -0.26
O -2.368 -2.017 -2.727  0.03
H 3.917 3.914 -2.522  0.08
H 4.089 2.024 -2.293  0.07
H 2.984 2.733 -3.570  0.07
H 2.260 1.882 -0.800  0.12
H 2.352 3.758 -0.670  0.10
H 0.889 2.515 -3.141  0.08
H -0.708 1.554 -4.081  0.12
H -1.937 0.212 -3.863  0.10
H 0.197 -1.379 -3.032  0.11
H 1.198 -0.130 -4.024  0.11
H -1.297 -1.336 -5.183  0.05
H 0.027 -2.287 -5.046  0.06
H 0.004 5.266 1.636  0.13
H -0.916 4.061 2.659  0.09
H -2.085 5.777 0.823  0.13
H -1.792 4.468 -0.425  0.09
H -3.224 3.116 0.453  0.08
H -4.242 5.814 0.715  0.11
H -5.062 4.576 1.827  0.13
H -4.737 3.428 -1.033  0.14
H -5.157 5.707 -2.043  0.08
H -6.039 6.311 -0.492  0.08
H -6.875 5.158 -1.649  0.08
H -6.817 2.902 -0.511  0.10
H -5.067 -0.725 3.048  0.10
H -6.780 -0.180 2.664  0.14
H -7.735 -2.338 3.159  0.08
H -7.226 -1.237 5.311  0.09
H -5.369 -1.486 5.139  0.09
H -6.477 -2.912 5.500  0.07
H -8.594 -0.989 1.620  0.07
H -9.294 -3.236 2.116  0.10
H -10.228 -3.130 0.535  0.07
H -8.678 -5.260 0.900  0.09
H -8.525 -4.374 -0.725  0.08
H -7.175 -4.242 0.633  0.04
H -7.844 -2.045 -2.170  0.05
H -5.319 0.079 -4.592  0.07
H -7.241 -2.983 -4.043  0.04
C 4.411 0.464 5.343  -0.04
C 3.625 -0.360 6.400  -0.48
C 4.285 -1.747 6.587  -0.14
C 4.031 -2.706 5.427  -0.19
C 2.540 -2.806 5.120  -0.14
C 1.876 -1.432 4.898  -0.48
N 2.190 -0.460 5.989  -0.05
O 1.471 -0.822 7.086  -0.02
C 2.322 -0.865 3.529  -0.04
C 0.350 -1.634 4.720  -0.05
C 3.816 0.442 7.713  -0.05
H 4.948 -0.163 4.629  0.07
H 3.753 1.139 4.790  0.08
H 5.169 1.104 5.805  0.08
H 3.911 -2.215 7.506  0.12
H 5.365 -1.632 6.726  0.12
H 4.583 -2.386 4.537  0.10
H 4.417 -3.698 5.682  0.11
H 2.398 -3.440 4.237  0.12
H 2.047 -3.332 5.948  0.12
H 1.927 0.144 3.374  0.09
H 1.951 -1.488 2.710  0.09
H 3.403 -0.831 3.398  0.06
H -0.113 -2.139 5.571  0.08
H 0.139 -2.259 3.844  0.09
H -0.159 -0.680 4.569  0.03
H 3.371 1.439 7.633  0.09
H 4.879 0.570 7.936  0.08
H 3.382 -0.059 8.581  0.07
C 8.748 0.937 -4.457  -0.04
C 7.968 0.104 -3.403  -0.48
C 8.631 -1.283 -3.228  -0.14
C 8.374 -2.235 -4.394  -0.18
C 6.883 -2.335 -4.694  -0.14
C 6.214 -0.961 -4.905  -0.49
N 6.531 0.004 -3.809  -0.05
O 5.817 -0.367 -2.712  -0.03
C 6.654 -0.385 -6.272  -0.04
C 4.688 -1.166 -5.078  -0.05
C 8.162 0.898 -2.086  -0.05
H 9.283 0.316 -5.178  0.07
H 8.086 1.614 -5.003  0.08
H 9.506 1.575 -3.995  0.08
H 8.261 -1.758 -2.311  0.12
H 9.712 -1.167 -3.093  0.13
H 8.922 -1.908 -5.283  0.10
H 8.763 -3.227 -4.146  0.11
H 6.737 -2.964 -5.581  0.12
H 6.394 -2.868 -3.869  0.12
H 6.257 0.624 -6.419  0.09
H 6.281 -1.003 -7.094  0.09
H 7.734 -0.347 -6.407  0.06
H 4.230 -1.677 -4.228  0.08
H 4.476 -1.785 -5.957  0.09
H 4.175 -0.211 -5.221  0.08
H 7.715 1.894 -2.157  0.09
H 9.226 1.026 -1.865  0.08
H 7.733 0.390 -1.219  0.08

- LUMO (eV) = -1.44
- expectation value of S² = 2.009
- gap between HOMO and LUMO (eV) = 7.18
- multiplicity = 3
- highest occupied orbital energy (eV) = -8.6


Record 2
# C28H42N6O2S2

A cluster of 8 separate species, C28H42N6O2S2 in total (ωB97M-V/def2-TZVPD, the Open Molecules 2025 dataset).

Last column: Löwdin charge in e.
Cartesian coordinates (Å):
C -2.053 0.669 -4.885  -0.28
S -3.086 1.408 -3.612  0.81
O -4.510 1.113 -3.920  -0.56
C -2.648 0.181 -2.368  -0.27
H -1.031 0.807 -4.530  0.04
H -2.225 1.168 -5.836  0.05
H -2.245 -0.397 -5.022  0.05
H -3.179 0.399 -1.449  0.05
H -1.572 0.128 -2.177  0.03
H -2.881 -0.787 -2.813  0.06
C -0.301 -5.513 -0.609  -0.26
S 1.444 -5.943 -0.784  0.80
O 1.513 -7.407 -0.527  -0.56
C 1.512 -5.777 -2.576  -0.26
H -0.627 -5.850 0.370  0.05
H -0.845 -6.003 -1.416  0.05
H -0.449 -4.437 -0.725  0.02
H 1.258 -4.765 -2.887  0.03
H 0.851 -6.530 -3.004  0.06
H 2.535 -6.032 -2.849  0.05
N 3.365 4.009 3.233  0.01
C 2.015 4.165 3.408  -0.12
C 1.386 3.387 2.477  -0.12
C 2.398 2.695 1.741  -0.10
C 3.603 3.123 2.211  -0.12
H 4.077 4.473 3.765  0.14
H 1.642 4.822 4.176  0.11
H 0.326 3.279 2.303  0.08
H 2.215 1.929 1.004  0.05
H 4.612 2.839 1.968  0.10
N 0.179 1.043 4.315  0.03
C 0.490 -0.227 3.941  -0.14
C 0.297 -1.048 5.018  -0.10
C -0.154 -0.224 6.087  -0.12
C -0.249 1.044 5.616  -0.17
H 0.196 1.807 3.663  0.08
H 0.777 -0.435 2.923  0.10
H 0.421 -2.118 5.012  0.09
H -0.415 -0.595 7.065  0.09
H -0.566 1.970 6.064  0.10
N 3.719 2.363 -1.550  0.01
C 2.556 2.157 -2.256  -0.11
C 2.121 0.887 -1.970  -0.13
C 3.051 0.313 -1.057  -0.12
C 4.041 1.244 -0.838  -0.15
H 4.251 3.212 -1.609  0.15
H 2.201 2.937 -2.906  0.11
H 1.226 0.391 -2.309  0.06
H 2.992 -0.649 -0.577  0.10
H 4.899 1.175 -0.193  0.11
N -2.778 2.549 4.183  0.02
C -2.295 3.786 3.871  -0.16
C -2.680 4.098 2.597  -0.10
C -3.370 2.951 2.094  -0.11
C -3.365 2.004 3.068  -0.16
H -2.790 2.104 5.083  0.14
H -1.735 4.353 4.598  0.11
H -2.508 5.041 2.110  0.09
H -3.790 2.852 1.106  0.10
H -3.736 0.995 3.066  0.11
N 0.185 -1.842 -5.540  0.02
C -0.759 -2.820 -5.698  -0.13
C -1.079 -3.279 -4.450  -0.10
C -0.327 -2.528 -3.504  -0.12
C 0.421 -1.632 -4.217  -0.15
H 0.602 -1.304 -6.278  0.15
H -1.049 -3.174 -6.671  0.11
H -1.705 -4.130 -4.233  0.10
H -0.311 -2.722 -2.445  0.07
H 1.034 -0.824 -3.854  0.09
N -0.957 0.575 1.289  0.03
C -1.744 -0.520 1.094  -0.13
C -1.094 -1.344 0.217  -0.12
C 0.140 -0.731 -0.120  -0.12
C 0.189 0.460 0.553  -0.14
H -1.207 1.376 1.846  0.10
H -2.708 -0.607 1.560  0.10
H -1.491 -2.284 -0.133  0.08
H 0.874 -1.067 -0.835  0.07
H 0.906 1.265 0.535  0.07

- LUMO (eV) = 0.43
- gap between HOMO and LUMO (eV) = 8.59
- highest occupied orbital energy (eV) = -8.2
- energy relative to the best compared isomer or geometry (same formula, charge and spin) (kcal/mol) = 0.8


Record 3
# C22H34Cl2O3Re

A structure of composition C22H34Cl2O3Re (ωB97M-V/def2-TZVPD, the Open Molecules 2025 dataset).

Last column: Löwdin charge in e.
Cartesian coordinates (Å):
C -0.725 1.030 -3.726  -0.37
C -1.563 -0.081 -3.323  -0.37
C -0.695 -1.197 -2.996  -0.37
C -3.058 -0.065 -3.258  -0.06
C 0.665 -0.800 -3.282  -0.33
C 0.657 0.591 -3.696  -0.34
C 1.856 1.442 -3.959  -0.05
C -1.217 2.388 -4.108  -0.08
C -1.107 -2.483 -2.353  -0.07
C 1.852 -1.698 -3.187  -0.03
Re -0.173 0.456 -1.745  1.17
Cl -1.823 -0.205 -0.108  0.09
Cl -0.342 2.672 -1.018  0.14
O 1.463 0.263 -0.839  -0.38
H -3.417 0.911 -2.899  0.08
H -3.414 -0.863 -2.595  0.06
H -3.500 -0.230 -4.252  0.08
H -1.846 -2.292 -1.560  0.02
H -0.236 -2.993 -1.920  0.07
H -1.570 -3.151 -3.089  0.08
H 1.675 -2.479 -2.441  0.07
H 2.755 -1.139 -2.923  0.08
H 2.042 -2.208 -4.143  0.08
H 2.762 0.955 -3.578  0.08
H 1.801 2.414 -3.445  0.05
H 2.000 1.643 -5.032  0.08
H -2.024 2.693 -3.435  0.06
H -1.628 2.415 -5.124  0.08
H -0.410 3.124 -4.049  0.08
H 1.392 0.279 0.153  -0.02
O 2.691 3.252 -1.282  -0.62
H 3.189 4.076 -1.093  -0.21
C 1.495 2.669 2.188  -0.09
C 0.326 2.464 3.165  -0.37
C -0.969 2.834 2.424  -0.10
C 0.218 1.054 3.740  -0.14
C -0.053 0.775 5.067  -0.10
C -0.196 -0.549 5.511  -0.17
C -0.190 -1.619 4.609  -0.11
C -0.012 -1.412 3.259  -0.14
C -0.050 -2.528 2.219  -0.40
C 1.164 -3.451 2.328  -0.08
C -1.315 -3.384 2.276  -0.09
C 0.315 -0.066 2.812  -0.33
O 0.685 0.106 1.620  -0.18
H 1.329 2.016 1.328  0.03
H 2.447 2.401 2.657  0.08
H 1.542 3.700 1.821  0.07
H 0.457 3.160 4.005  0.11
H -1.164 2.092 1.638  0.02
H -1.815 2.841 3.116  0.06
H -0.887 3.823 1.960  0.06
H -0.167 1.589 5.789  0.09
H -0.335 -0.748 6.575  0.06
H -0.350 -2.634 4.973  0.09
H -0.028 -2.003 1.257  0.09
H 1.197 -3.872 3.340  0.07
H 1.107 -4.272 1.602  0.06
H 2.088 -2.895 2.153  0.08
H -2.204 -2.799 2.022  0.06
H -1.250 -4.219 1.566  0.06
H -1.438 -3.791 3.285  0.06

- LUMO (alpha / beta) (eV) = 4.37 / 4.36
- expectation value of S² = 3.765
- gap between HOMO and LUMO (alpha / beta) (eV) = 4.43 / 4.38
- total charge = -2
- multiplicity = 4
- highest occupied orbital energy (alpha / beta) (eV) = -0.1 / 0.0


What are the maximum force values for these records? In order: 4.81; 1.06; 5.42 eV Å⁻¹.
What are the E_tot values for these records? In order: -6827.81303; -2367.38978; -2083.07043 Eh.